A single C2H4N4O2 molecule, computed with the ωB97M-V functional and the def2-TZVPD basis.

Output
Electronic energy = -447.90455 Ha
HOMO energy = -0.3324 Eh
SMILES = N/N=c1\ncon1O
Kohn-Sham gap = 9.21 eV
Charge = 0
ΔE to the lowest compared entry with this formula, charge and spin = 519.5 kJ/mol

XYZ file:
```
12
Properties=species:S:1:pos:R:3:forces:R:3:lowdin_charge:R:1
C 0.247 -0.166 -0.502 2.0 -0.7 1.8 -0.35
C -1.171 1.303 -0.084 2.3 -1.9 1.0 -0.10
H 2.134 0.545 0.904 0.0 -1.1 -3.3 0.13
H 3.149 -0.679 0.396 -2.0 1.5 -2.3 0.13
H -1.787 2.149 0.124 0.0 0.6 0.2 0.13
H -2.015 -1.899 0.441 -1.5 -2.2 0.0 0.05
N 2.428 0.036 -0.067 2.4 -0.1 4.5 -0.08
N 1.436 -0.616 -0.745 -2.7 -0.6 1.2 0.01
N 0.081 1.028 0.307 -5.1 0.1 -3.0 0.14
N -1.092 -0.843 -0.705 1.2 1.7 1.5 0.01
O -1.894 0.313 -0.777 1.0 2.2 -0.5 -0.06
O -1.515 -1.171 0.708 2.5 0.5 -1.0 0.00
```
Positions in Å, forces in eV/Å.